DFT (ωB97M-V/def2-TZVPD) results for a molecular structure, C20H36F6MnNO6 at a distorted geometry.

Calculated values
- multiplicity = 7
- expectation value of S² = 12.01
- LUMO energy (spin up / spin down) (eV) = 0.20 / -2.09

Geometry as XYZ:
```
70
Properties=species:S:1:pos:R:3:lowdin_charge:R:1
Mn 24.582 -15.818 6.957 0.94
C 25.223 -14.838 4.325 -0.34
O 25.046 -16.213 4.721 -0.18
O 25.034 -14.179 5.589 -0.26
C 26.509 -14.665 3.506 -0.54
F 27.557 -15.394 3.799 0.17
F 26.372 -14.842 2.166 0.10
F 26.914 -13.345 3.443 0.09
C 24.624 -17.254 3.806 -0.23
C 24.161 -18.424 4.531 -0.09
H 23.431 -18.289 5.329 0.05
H 23.622 -19.089 3.856 0.09
H 24.969 -18.975 5.013 0.09
H 25.521 -17.673 3.349 0.12
H 23.888 -16.849 3.113 0.14
H 24.445 -14.574 3.608 0.15
C 21.286 -16.910 6.995 -0.33
O 20.524 -16.009 7.819 -0.09
O 22.533 -16.276 6.718 -0.25
C 21.130 -18.397 7.436 -0.57
F 21.467 -19.319 6.526 0.14
F 21.838 -18.764 8.485 0.15
F 19.814 -18.628 7.639 0.14
C 20.661 -15.893 9.170 -0.31
C 19.486 -15.199 9.870 -0.06
H 19.391 -14.182 9.489 0.06
H 18.508 -15.649 9.697 0.08
H 19.604 -15.004 10.935 0.07
H 21.577 -15.356 9.417 0.10
H 20.726 -16.888 9.609 0.11
H 20.633 -16.813 6.127 0.15
C 26.695 -18.760 10.098 -0.04
C 25.867 -17.523 9.806 -0.41
C 25.914 -16.572 11.091 -0.14
C 27.234 -15.895 11.298 -0.22
C 27.541 -15.042 10.114 -0.13
C 27.464 -15.850 8.700 -0.43
N 26.275 -16.667 8.639 -0.05
O 26.054 -17.302 7.422 -0.07
C 28.742 -16.641 8.558 -0.02
C 27.451 -14.631 7.710 -0.02
C 24.416 -18.037 9.736 -0.03
H 26.479 -19.262 11.041 0.10
H 27.779 -18.680 10.181 0.06
H 26.702 -19.533 9.330 0.10
H 25.767 -17.174 11.988 0.12
H 25.126 -15.826 11.197 0.11
H 28.025 -16.644 11.341 0.11
H 27.092 -15.226 12.146 0.13
H 28.498 -14.758 10.552 0.12
H 27.021 -14.087 10.057 0.11
H 28.706 -17.316 7.703 0.10
H 28.968 -17.258 9.428 0.07
H 29.568 -15.934 8.471 0.10
H 27.774 -14.863 6.696 0.08
H 28.222 -13.888 7.917 0.10
H 26.478 -14.152 7.603 0.05
H 24.223 -19.067 9.435 0.09
H 23.856 -17.382 9.068 0.06
H 23.893 -18.047 10.692 0.10
C 22.613 -12.841 7.906 0.01
C 23.689 -13.433 8.821 -0.36
O 24.141 -14.578 8.669 -0.03
C 24.052 -12.566 10.043 0.00
H 22.711 -13.124 6.858 0.08
H 22.777 -11.775 7.751 0.09
H 21.565 -13.018 8.149 0.09
H 25.034 -12.131 9.855 0.09
H 24.132 -13.174 10.944 0.08
H 23.399 -11.741 10.329 0.08
```


DFT (ωB97M-V/def2-TZVPD) results for a molecular structure, C20H36GeO3PS5Si2V.

Calculated values
- LUMO energy (spin up / spin down) (eV) = -0.99 / -0.99
- energy above the lowest of the compared OMol25 structures with the same formula, charge and spin (kJ/mol) = 0.0

Geometry as XYZ:
```
69
Properties=species:S:1:pos:R:3:lowdin_charge:R:1
V -0.015 0.161 0.632 0.01
S 1.266 3.171 7.017 0.55
C 1.058 2.638 5.485 -1.49
S -0.378 2.946 4.558 0.91
C 0.030 1.963 3.173 -1.08
C 1.195 1.293 3.244 -1.06
S 1.834 0.336 1.929 0.67
S 2.125 1.511 4.708 0.91
S -1.035 1.918 1.802 0.68
C 3.473 -1.152 -0.235 -0.23
Si 2.106 -0.005 -0.858 0.46
C 2.847 1.726 -1.059 -0.20
C 1.776 -0.547 -2.640 -0.33
C 2.680 -0.366 -3.693 -0.10
C 2.336 -0.732 -4.984 -0.09
C 1.086 -1.291 -5.237 -0.09
C 0.196 -1.499 -4.197 -0.09
C 0.537 -1.127 -2.895 -0.33
Si -0.454 -1.456 -1.338 0.56
C -0.001 -3.241 -0.911 -0.19
C -2.303 -1.432 -1.744 -0.19
H 4.136 -1.346 -1.083 0.03
H 3.089 -2.115 0.110 0.02
H 4.060 -0.714 0.572 0.01
H 3.790 1.620 -1.607 0.03
H 3.066 2.195 -0.100 0.02
H 2.215 2.395 -1.648 0.02
H 3.656 0.074 -3.510 0.10
H 3.034 -0.580 -5.799 0.10
H 0.815 -1.568 -6.249 0.10
H -0.770 -1.950 -4.405 0.11
H -0.052 -3.806 -1.847 0.04
H -0.683 -3.702 -0.196 0.03
H 1.019 -3.335 -0.531 0.03
H -2.555 -2.394 -2.200 0.04
H -2.538 -0.641 -2.458 0.02
H -2.943 -1.302 -0.871 0.03
C 0.301 3.970 -0.255 -0.11
O -0.483 3.222 -1.200 -0.31
P -0.929 1.692 -1.140 0.62
O -1.065 1.414 -2.705 -0.31
C -0.260 1.972 -3.755 -0.05
O -2.463 1.631 -0.726 -0.36
C -3.494 2.312 -1.462 -0.07
H -0.367 4.537 0.388 0.09
H 0.932 4.637 -0.838 0.10
H 0.913 3.308 0.353 0.05
H 0.658 1.397 -3.860 0.07
H -0.041 3.017 -3.551 0.09
H -0.851 1.888 -4.664 0.10
H -4.358 2.363 -0.807 0.09
H -3.736 1.748 -2.361 0.09
H -3.174 3.318 -1.729 0.09
C -2.274 -3.350 3.457 -0.22
Ge -1.236 -1.681 3.463 0.76
C 0.405 -2.009 4.472 -0.21
C -2.352 -0.307 4.293 -0.22
C -0.841 -1.422 1.544 -0.42
H -2.505 -3.657 4.479 0.02
H -1.714 -4.155 2.977 0.02
H -3.214 -3.220 2.919 0.02
H 0.165 -2.601 5.357 0.02
H 0.883 -1.088 4.800 -0.02
H 1.120 -2.571 3.869 0.02
H -2.990 -0.785 5.039 0.02
H -2.989 0.185 3.557 0.01
H -1.756 0.455 4.794 -0.01
H -1.797 -1.590 1.028 0.01
H -0.185 -2.275 1.330 0.00
```


DFT (ωB97M-V/def2-TZVPD) results for a molecular structure, C20H36NOP2Zr at a distorted geometry.

Calculated values
- multiplicity = 2
- expectation value of S² = 0.76
- LUMO energy (spin up / spin down) (eV) = -7.37 / -11.13
- energy above the lowest of the compared OMol25 structures with the same formula, charge and spin (kJ/mol) = 0.0
- net charge = +2

Geometry as XYZ:
```
61
Properties=species:S:1:pos:R:3:lowdin_charge:R:1
P -3.407 0.511 -0.178 0.74
P -1.828 -2.198 0.563 0.74
C -3.804 -1.087 -1.102 -0.34
C -3.519 -2.370 -0.292 -0.33
H -3.194 -1.070 -2.019 0.09
H -4.861 -1.025 -1.397 0.10
H -4.275 -2.547 0.491 0.10
H -3.464 -3.254 -0.943 0.09
C -0.817 -3.002 -0.719 -0.25
H 0.181 -3.200 -0.320 0.05
H -0.699 -2.332 -1.577 0.03
H -1.267 -3.940 -1.078 0.08
C -1.684 -3.319 2.000 -0.23
H -2.080 -4.317 1.790 0.08
H -2.211 -2.894 2.864 0.04
H -0.619 -3.395 2.262 0.06
C -3.084 1.835 -1.385 -0.22
H -3.047 2.778 -0.819 0.07
H -3.885 1.899 -2.124 0.07
H -2.113 1.698 -1.872 0.02
C -5.075 0.985 0.402 -0.22
H -5.354 0.353 1.255 0.05
H -5.791 0.876 -0.424 0.07
H -5.047 2.033 0.737 0.07
Zr -2.094 -0.118 1.677 1.11
C 1.947 -1.461 -1.686 -0.04
C 1.505 -1.629 -2.945 -0.04
C 1.485 -0.616 -4.038 -0.14
C 2.251 0.715 -3.794 -0.17
C 1.447 1.834 -3.192 -0.05
C 0.791 1.826 -2.026 -0.08
C 0.855 0.746 -0.991 -0.18
C 2.121 -0.147 -0.980 -0.17
C -1.738 1.654 3.102 -0.19
H 2.163 -2.340 -1.055 0.13
H 1.151 -2.615 -3.252 0.13
H 0.448 -0.396 -4.338 0.14
H 1.965 -1.085 -4.915 0.14
H 3.157 0.518 -3.205 0.12
H 2.593 1.080 -4.780 0.13
H 1.396 2.720 -3.834 0.13
H 0.098 2.644 -1.788 0.11
H -0.034 0.089 -1.070 0.09
H 0.772 1.231 0.003 0.12
H 2.991 0.402 -1.361 0.12
H 2.373 -0.371 0.069 0.11
H -2.225 1.268 4.017 0.02
H -2.208 2.608 2.845 0.01
H -0.675 1.811 3.315 0.00
O -3.499 -0.918 2.481 -0.54
N 3.256 1.285 2.707 0.01
C 4.238 1.551 1.845 -0.17
C 5.550 1.838 2.273 -0.06
C 5.830 1.837 3.642 -0.06
C 4.787 1.552 4.536 -0.05
C 3.508 1.269 4.012 -0.16
H 3.989 1.538 0.781 0.08
H 6.309 2.051 1.521 0.11
H 6.835 2.054 4.011 0.12
H 4.928 1.534 5.616 0.11
H 2.679 1.025 4.683 0.10
```


DFT (ωB97M-V/def2-TZVPD) results for a gas-phase ion, C20H36NSi (charge +1) at a distorted geometry.

Calculated values
- SMILES string = C[Si](C)(CCCCCCCC[C@H]1CCC[NH2+]1)c1ccccc1
- LUMO energy (eV) = -3.01
- net charge = +1

Geometry as XYZ:
```
58
Properties=species:S:1:pos:R:3:lowdin_charge:R:1
C 1.398 -0.047 1.663 -0.19
Si 2.538 -1.116 0.549 0.58
C 3.855 -1.861 1.740 -0.20
C 1.620 -2.432 -0.471 -0.26
C 0.348 -3.058 0.257 -0.23
C -0.872 -2.052 0.238 -0.23
C -2.297 -2.720 0.121 -0.19
C -2.942 -2.684 -1.320 -0.20
C -2.846 -1.297 -2.059 -0.20
C -3.510 -0.097 -1.276 -0.17
C -2.447 0.994 -0.805 -0.15
C -3.099 2.039 0.226 -0.20
C -2.879 1.429 1.690 -0.12
C -2.060 2.560 2.495 -0.10
C -1.150 3.083 1.291 -0.11
N -2.143 3.219 0.175 0.05
C 3.500 0.148 -0.541 -0.25
C 4.965 0.293 -0.444 -0.07
C 5.609 1.315 -1.284 -0.07
C 4.823 2.178 -2.182 -0.08
C 3.366 1.989 -2.277 -0.09
C 2.694 0.979 -1.455 -0.11
H 1.968 0.840 2.039 0.05
H 0.593 0.364 0.977 -0.01
H 0.907 -0.637 2.491 0.05
H 4.511 -2.623 1.251 0.04
H 4.434 -0.995 2.171 0.04
H 3.257 -2.301 2.594 0.04
H 1.306 -2.047 -1.489 0.08
H 2.340 -3.276 -0.695 0.09
H 0.062 -4.036 -0.216 0.11
H 0.644 -3.243 1.332 0.11
H -0.855 -1.517 1.235 0.08
H -0.651 -1.271 -0.533 0.07
H -2.178 -3.803 0.417 0.12
H -2.973 -2.262 0.888 0.10
H -2.571 -3.552 -1.936 0.12
H -4.047 -2.891 -1.174 0.12
H -1.767 -1.119 -2.314 0.11
H -3.400 -1.408 -3.033 0.11
H -4.165 0.449 -2.017 0.12
H -4.163 -0.420 -0.423 0.12
H -2.105 1.566 -1.718 0.13
H -1.578 0.546 -0.265 0.08
H -4.173 2.264 0.028 0.16
H -2.166 0.558 1.767 0.11
H -3.808 1.073 2.208 0.13
H -2.782 3.414 2.660 0.12
H -1.528 2.173 3.395 0.13
H -0.488 2.240 0.953 0.11
H -0.622 4.023 1.584 0.15
H -1.683 3.422 -0.719 0.18
H -2.688 4.054 0.457 0.18
H 5.532 -0.356 0.259 0.09
H 6.717 1.424 -1.203 0.10
H 5.309 2.974 -2.801 0.10
H 2.763 2.634 -2.967 0.09
H 1.580 0.875 -1.532 0.08
```


DFT (ωB97M-V/def2-TZVPD) results for a single C20H36O5 molecule.

Calculated values
- SMILES string = C[C@@H]1CC[C@@H]2[C@@](C)(CO)[C@@H](O)CC[C@@]2(C)[C@]12CC[C@](CO)(CCO)O2
- LUMO energy (eV) = 0.67
- energy above the lowest of the compared OMol25 structures with the same formula, charge and spin (kJ/mol) = 36.0

Geometry as XYZ:
```
61
Properties=species:S:1:pos:R:3:lowdin_charge:R:1
C -0.303 -3.502 -1.172 -0.04
C -0.674 -2.019 -1.187 -0.26
C 0.161 -1.278 -2.232 -0.13
C 1.586 -1.036 -1.753 -0.12
C 1.552 -0.212 -0.466 -0.18
C 2.921 0.412 -0.099 -0.37
C 4.042 -0.598 0.156 -0.01
C 3.427 1.311 -1.263 -0.22
O 2.464 2.152 -1.832 -0.05
C 2.741 1.324 1.140 -0.32
O 2.013 2.501 0.842 -0.01
C 2.091 0.572 2.301 -0.10
C 0.746 -0.026 1.898 -0.12
C 0.822 -0.969 0.679 -0.31
C 1.488 -2.278 1.125 0.00
C -0.635 -1.245 0.163 -0.33
C -1.583 -1.911 1.180 -0.08
C -2.955 -1.352 0.804 -0.07
C -2.640 0.031 0.204 -0.42
C -2.969 1.154 1.216 -0.18
O -2.627 0.840 2.541 -0.04
C -3.410 0.288 -1.106 -0.09
C -2.993 1.584 -1.810 -0.25
O -3.508 2.754 -1.225 -0.07
O -1.236 0.042 -0.054 -0.05
H 0.756 -3.663 -1.012 0.06
H -0.853 -4.060 -0.419 0.07
H -0.559 -3.926 -2.142 0.09
H -1.719 -1.974 -1.512 0.13
H -0.303 -0.311 -2.437 0.12
H 0.169 -1.850 -3.162 0.12
H 2.110 -0.476 -2.525 0.12
H 2.108 -1.982 -1.614 0.11
H 0.901 0.640 -0.697 0.14
H 3.876 -1.186 1.049 0.07
H 4.141 -1.273 -0.690 0.09
H 4.986 -0.068 0.273 0.09
H 3.806 0.689 -2.077 0.12
H 4.272 1.904 -0.880 0.13
H 2.188 2.764 -1.133 0.08
H 3.726 1.691 1.452 0.16
H 1.091 2.250 0.700 0.09
H 2.771 -0.198 2.660 0.11
H 1.934 1.276 3.123 0.13
H 0.063 0.790 1.653 0.11
H 0.346 -0.564 2.761 0.12
H 0.738 -3.003 1.427 0.09
H 2.130 -2.109 1.985 0.08
H 2.094 -2.719 0.344 0.07
H -1.568 -2.995 1.130 0.11
H -1.332 -1.615 2.197 0.11
H -3.603 -1.257 1.672 0.12
H -3.448 -1.988 0.068 0.12
H -2.478 2.078 0.888 0.13
H -4.048 1.320 1.228 0.13
H -1.675 0.700 2.583 0.06
H -3.218 -0.536 -1.795 0.11
H -4.481 0.307 -0.891 0.13
H -3.295 1.528 -2.867 0.12
H -1.907 1.686 -1.766 0.12
H -4.471 2.718 -1.248 0.09
```


DFT (ωB97M-V/def2-TZVPD) results for a molecular structure, C20H37AsBCrN6O4P at a distorted geometry.

Calculated values
- multiplicity = 5
- expectation value of S² = 6.02
- LUMO energy (spin up / spin down) (eV) = 0.51 / 0.36
- energy above the lowest of the compared OMol25 structures with the same formula, charge and spin (kJ/mol) = 50.0

Geometry as XYZ:
```
71
Properties=species:S:1:pos:R:3:lowdin_charge:R:1
Cr -0.652 -1.595 0.046 0.59
C 1.177 0.477 4.324 -0.07
C 1.792 -0.475 3.493 -0.17
N 0.900 -1.264 2.911 0.06
N -0.308 -0.828 3.337 -0.05
C -0.163 0.203 4.200 -0.10
B -1.630 -1.613 3.104 -0.50
N -2.565 -0.865 2.110 -0.01
C -3.595 -0.063 2.396 -0.07
C -4.229 0.285 1.217 -0.05
C -3.502 -0.367 0.225 -0.12
N -2.506 -1.075 0.762 -0.04
N -1.356 -3.012 2.508 -0.01
C -1.520 -4.199 3.102 -0.06
C -1.115 -5.192 2.232 -0.04
C -0.704 -4.503 1.093 -0.15
N -0.846 -3.192 1.264 -0.08
H 1.641 1.242 4.926 0.09
H 2.845 -0.627 3.310 0.10
H -1.024 0.675 4.654 0.12
H -2.210 -1.722 4.155 0.12
H -3.819 0.210 3.417 0.13
H -5.094 0.917 1.099 0.10
H -3.654 -0.373 -0.841 0.11
H -1.920 -4.261 4.102 0.13
H -1.122 -6.257 2.395 0.10
H -0.325 -4.891 0.160 0.11
C -0.269 2.474 -3.830 -0.03
C 0.717 1.341 -3.569 -0.61
C 0.236 0.072 -4.266 -0.03
C 2.098 1.725 -4.077 -0.03
O 0.933 1.123 -2.138 -0.17
P -0.192 0.909 -1.009 0.23
O -1.133 -0.188 -1.465 -0.35
O 0.492 0.606 0.283 -0.32
O -1.021 2.265 -0.950 -0.16
C -0.671 3.442 -0.155 -0.61
C -1.039 3.174 1.301 -0.02
C -1.543 4.546 -0.730 -0.03
C 0.803 3.811 -0.292 -0.03
H -0.349 2.636 -4.907 0.09
H 0.066 3.400 -3.357 0.07
H -1.259 2.229 -3.443 0.09
H 0.214 0.246 -5.345 0.09
H -0.763 -0.200 -3.928 0.08
H 0.907 -0.758 -4.063 0.07
H 2.073 1.897 -5.155 0.09
H 2.810 0.921 -3.867 0.08
H 2.447 2.632 -3.578 0.09
H -2.093 2.890 1.369 0.09
H -0.873 4.075 1.895 0.09
H -0.429 2.361 1.701 0.07
H -2.591 4.236 -0.715 0.09
H -1.262 4.761 -1.765 0.08
H -1.433 5.456 -0.137 0.09
H 1.438 3.030 0.130 0.08
H 0.991 4.744 0.241 0.09
H 1.069 3.946 -1.344 0.08
C 2.387 -2.807 -2.228 -0.28
As 1.743 -2.119 -0.506 1.11
C 2.443 -3.605 0.556 -0.29
C 3.143 -0.801 -0.261 -0.27
H 3.323 -3.337 -2.072 0.03
H 2.563 -1.980 -2.908 0.01
H 1.659 -3.482 -2.673 0.03
H 3.529 -3.591 0.535 0.03
H 2.090 -4.540 0.122 0.02
H 2.081 -3.526 1.579 0.01
H 4.105 -1.306 -0.222 0.03
H 2.964 -0.230 0.647 0.02
H 3.105 -0.116 -1.105 0.02
```


DFT (ωB97M-V/def2-TZVPD) results for a molecular structure, C20H37AsCoN9PS at a distorted geometry.

Calculated values
- multiplicity = 4
- expectation value of S² = 3.76
- LUMO energy (spin up / spin down) (eV) = -5.29 / -5.55
- net charge = +2

Geometry as XYZ:
```
70
Properties=species:S:1:pos:R:3:lowdin_charge:R:1
Co 0.417 0.112 0.003 0.47
C -0.901 4.089 -3.261 0.03
N -0.731 2.717 -2.794 -0.09
C -1.601 1.739 -3.043 -0.06
C -1.357 0.681 -2.237 -0.11
N -0.481 1.064 -1.302 -0.07
C -0.080 2.368 -1.617 -0.35
P 1.145 3.231 -0.545 1.17
C 0.835 2.646 1.181 -0.37
N 0.485 1.384 1.564 -0.02
C 0.048 1.508 2.862 -0.13
C 0.351 2.724 3.364 -0.02
N 0.894 3.527 2.333 -0.09
C 1.220 4.922 2.396 -0.03
C 2.453 1.952 -0.780 -0.42
N 2.090 0.639 -0.808 -0.05
C 3.272 -0.002 -1.100 -0.13
C 4.336 0.826 -1.321 0.04
N 3.768 2.150 -1.083 -0.11
C 4.413 3.407 -1.228 -0.03
H -0.181 4.283 -4.014 0.10
H -0.694 4.659 -2.384 0.08
H -1.890 4.153 -3.621 0.09
H -2.348 1.802 -3.840 0.15
H -1.733 -0.299 -2.178 0.10
H -0.355 0.639 3.348 0.10
H 0.154 3.031 4.386 0.14
H 1.928 5.102 1.579 0.08
H 1.807 5.009 3.300 0.11
H 0.403 5.609 2.388 0.10
H 3.164 -1.030 -1.406 0.11
H 5.436 0.634 -1.338 0.15
H 4.235 3.703 -2.248 0.10
H 5.491 3.232 -1.131 0.11
H 4.106 4.138 -0.494 0.09
C -4.611 -1.193 -0.431 -0.25
As -3.521 -0.643 1.056 0.73
C -3.588 1.296 1.170 -0.23
C -4.546 -1.435 2.522 -0.24
S -1.511 -1.310 1.031 0.27
H -4.515 -0.444 -1.202 0.02
H -5.678 -1.400 -0.221 0.06
H -4.042 -2.065 -0.877 0.05
H -4.596 1.693 1.166 0.04
H -3.017 1.609 0.292 0.02
H -3.132 1.580 2.137 0.04
H -5.613 -1.248 2.424 0.05
H -4.218 -1.033 3.514 0.06
H -4.401 -2.455 2.674 0.01
C -1.093 -4.044 -1.580 -0.05
N 0.146 -4.157 -0.814 -0.15
C 0.961 -5.380 -1.065 -0.01
C 0.687 -3.053 -0.243 -0.49
N 0.737 -1.866 -0.865 0.05
N 1.352 -3.209 0.951 -0.14
C 2.472 -2.337 1.348 -0.03
C 1.006 -4.302 1.879 -0.03
H -1.465 -5.071 -1.823 0.11
H -0.954 -3.527 -2.547 0.08
H -1.802 -3.384 -1.024 0.05
H 1.171 -5.511 -2.109 0.08
H 0.470 -6.287 -0.716 0.10
H 1.955 -5.231 -0.633 0.09
H 0.115 -1.913 -1.611 0.00
H 2.337 -1.372 0.927 0.01
H 3.461 -2.672 0.919 0.12
H 2.536 -2.269 2.445 0.10
H 0.004 -4.658 1.725 0.09
H 1.130 -3.912 2.897 0.09
H 1.662 -5.144 1.750 0.08
```